1.
Molecular formula: C5H11ClOS
Method: DFT, the ωB97M-V functional and the def2-TZVPD basis

Structure (XYZ):
```
19
Properties=species:S:1:pos:R:3:forces:R:3
C 0.58502 1.82069 0.19256 -1.5332 0.2080 0.1382
C -0.22616 -0.29606 1.26786 2.4509 1.1808 -0.6314
C 1.98979 -0.24578 0.02136 -2.2571 -1.4204 -1.2882
C -3.05795 -1.64493 -0.02891 -0.0317 0.2664 0.8525
C 0.52122 0.31121 0.08480 2.4952 -0.3989 -0.5958
O -2.18288 -2.38382 -0.60332 -0.5140 -0.8594 0.0968
S -0.24776 -0.21780 -1.44907 -0.4211 0.1541 -0.6991
Cl -3.47246 -0.14549 -0.89107 -0.2684 -0.4653 -0.4341
H 0.82936 2.35264 -0.69131 0.5195 0.1699 -1.1162
H -0.38781 2.20240 0.45686 -0.7889 0.0445 -0.0564
H 1.17586 2.23889 0.97203 1.0544 -0.2849 0.8300
H 0.10304 -1.32318 1.27404 -0.6150 -0.4423 0.6413
H -1.22040 -0.10689 1.00059 -1.7975 -0.1544 0.6544
H 0.14830 0.31168 2.11721 -0.6419 -0.8394 0.0051
H 2.46189 0.33468 0.69511 2.2655 1.4315 2.6187
H 2.02245 -1.31571 0.25788 -0.0135 0.2655 0.1619
H 2.50264 -0.13954 -0.92178 -0.1780 0.3115 -0.4911
H 0.46597 0.62070 -2.19816 0.0986 -0.0475 -0.2959
H -2.01013 -2.37366 -1.55667 0.1763 0.8801 -0.3905
```
Forces are in eV/Å.

**Frontier orbital gap**: 9.268 eV
**HOMO energy**: -0.3249 Ha

***

2.
Molecular formula: C5H11EuO3
Method: DFT, the ωB97M-V functional and the def2-TZVPD basis

Structure (XYZ):
```
20
Properties=species:S:1:pos:R:3:forces:R:3
C 0.45459 1.42770 -0.43520 2.0683 -0.2474 -0.9776
O -0.10977 0.18164 0.04208 -0.2263 0.4317 0.9410
C 0.09279 -0.95613 -0.75197 -0.1000 0.5251 -0.0779
C 1.55498 -1.24030 -1.06324 -0.2341 0.0494 -0.4929
O 2.31964 -1.22231 0.13552 0.6799 -0.4175 -0.2583
C 2.37500 -2.44600 0.85314 -0.2065 -0.3680 0.1190
H 0.22385 2.36990 0.08314 -0.8780 -0.8731 -0.4344
H 0.68170 1.39417 -1.51906 -0.5077 0.4838 0.6404
H -0.43233 -0.84768 -1.71784 -0.0350 -0.1686 0.1623
H -0.33455 -1.77730 -0.15970 0.0145 0.0842 -0.3671
H 2.00284 -0.48798 -1.72510 -0.2225 -0.0742 0.2491
H 1.63597 -2.20468 -1.58542 0.0834 0.0618 0.2711
H 1.45377 -2.56518 1.43948 0.2821 -0.1416 0.0037
H 2.48092 -3.29414 0.16256 -0.0127 0.2137 0.1150
H 3.25688 -2.41688 1.50403 -0.3048 0.0407 -0.0667
Eu 2.44579 0.93375 1.21891 -0.3691 0.3903 0.0384
O -2.40893 3.02659 -0.61999 1.9570 -1.1820 -1.6849
C -1.69321 2.63331 -1.56294 -3.0996 2.0208 0.3367
H -1.07920 3.36079 -2.13976 0.5703 -0.3356 0.7390
H -2.05067 1.81674 -2.22951 0.5409 -0.4935 0.7442
```
Forces are in eV/Å.

**Frontier orbital gap (alpha / beta)**: 4.986 / 6.260 eV
**HOMO energy (alpha / beta)**: -0.1731 / -0.2322 Ha
**Spin multiplicity**: 9

***

3.
Molecular formula: C5H11F
Method: DFT, the ωB97M-V functional and the def2-TZVPD basis

Structure (XYZ):
```
17
Properties=species:S:1:pos:R:3:forces:R:3
C -1.27555 0.07918 -1.01445 -1.4978 0.7581 0.0679
C -0.65779 1.11101 1.26431 -2.8944 -0.7868 -2.3010
C 1.66873 -1.40986 0.22122 2.1427 1.7522 0.9257
C -0.34613 0.94556 -0.17958 3.4610 -4.0427 0.0220
C 1.58426 0.10256 -0.30032 -4.8510 -0.9975 -0.0122
F 2.31504 0.86445 0.51063 1.0006 0.9356 0.0983
H -1.98059 0.74074 -1.60589 0.5017 -0.5005 0.8174
H -1.90249 -0.46523 -0.28073 0.2229 -0.3690 -0.8473
H -0.86718 -0.54282 -1.82517 0.3200 -0.1212 0.7537
H -1.65518 1.52920 1.27428 -0.7157 0.7343 -0.0965
H -0.91283 0.23258 1.76733 0.6814 -1.7822 1.0837
H -0.10939 1.80482 1.75305 2.2649 1.6894 1.6934
H 1.30393 -2.04215 -0.53360 -0.4612 -0.9409 -1.0602
H 1.15139 -1.71177 1.19733 0.7351 1.0464 -1.2674
H 2.84261 -1.60519 0.32395 -2.5105 0.2333 -0.0752
H -0.31184 1.86963 -0.61200 0.9777 2.4735 -1.2581
H 1.70911 0.22881 -1.41914 0.6225 -0.0821 1.4558
```
Forces are in eV/Å.

**Frontier orbital gap**: 9.625 eV
**HOMO energy**: -0.3123 Ha

***

4.
Molecular formula: C5H11F2N
Method: DFT, the ωB97M-V functional and the def2-TZVPD basis

Structure (XYZ):
```
19
Properties=species:S:1:pos:R:3:forces:R:3
C -1.22876 1.70649 -0.53802 -0.4613 -0.6053 0.3319
C 0.26689 -0.24678 -0.01751 1.9503 -0.4693 1.4050
C 0.65884 0.20326 1.41581 -1.1305 -0.2030 0.9026
C 1.55245 -0.91996 -0.64831 -2.5449 -1.9763 -0.5014
C -0.84459 -1.27148 0.15901 -0.3273 -0.1727 -0.6334
H -1.11554 2.07921 0.49133 -0.2809 0.0767 -0.3160
H -2.23695 1.20446 -0.61371 0.9430 0.3187 0.0139
H -1.23332 2.55499 -1.21814 0.1158 0.0117 0.0016
H 0.30367 0.83394 -1.74155 -0.4221 0.0516 -0.1384
H -0.20006 0.65849 1.94530 0.3238 -0.0759 -0.4207
H 0.93692 -0.62860 2.09314 0.1350 0.2221 -0.6034
H 1.43168 0.95223 1.39622 0.4828 0.1010 -0.1848
H 1.98385 -1.71412 -0.01905 -0.4845 0.1957 0.0373
H 1.18104 -1.44181 -1.59769 0.9449 0.8728 0.9488
H 2.34984 -0.24271 -0.80023 0.4802 1.0374 -0.4715
H -0.51656 -2.19714 0.59891 0.1792 -0.3859 0.3030
N -0.08301 0.85778 -0.81569 -0.0888 0.8767 -0.6993
F -1.37175 -1.62276 -1.08712 -0.0785 0.5654 1.1390
F -1.83463 -0.76547 0.99729 0.2639 -0.4415 -1.1141
```
Forces are in eV/Å.

**Frontier orbital gap**: 9.543 eV
**HOMO energy**: -0.3157 Ha
**SMILES**: CNC(C)(C)C(F)F

***

5.
Molecular formula: C5H11FNO
Method: DFT, the ωB97M-V functional and the def2-TZVPD basis

Structure (XYZ):
```
19
Properties=species:S:1:pos:R:3:forces:R:3
F -2.19014 -0.41530 0.97856 -0.1219 0.2491 0.0047
C -1.56107 -1.63335 0.74781 0.1392 -0.1980 0.0845
C -0.06451 -1.47989 0.87755 0.0932 0.0861 -0.3064
C 0.63218 -0.49553 -0.08688 -0.7477 -0.3707 0.1264
C -0.25525 0.36369 -0.99205 0.5137 0.6463 -0.3649
N 0.65535 1.58101 -1.13168 -0.0766 -0.5091 0.2862
C 1.06863 1.75928 0.29137 -0.0918 -0.5468 0.5509
O 1.41656 0.45745 0.65593 0.3845 0.2285 -0.1856
H -1.92595 -2.33518 1.49095 -0.0284 -0.0874 0.1072
H -1.86466 -2.00329 -0.22990 -0.0605 0.1155 -0.1808
H 0.19155 -1.17978 1.88886 -0.0074 0.0913 0.1344
H 0.36868 -2.46544 0.72192 0.0528 -0.1165 0.0738
H 1.28252 -1.06606 -0.74766 0.4162 0.0682 0.1273
H -1.16710 0.72045 -0.54021 -0.2398 -0.0365 0.1388
H -0.43404 -0.03627 -1.98194 -0.0937 -0.2275 -0.0340
H 0.23923 2.40178 -1.56339 -0.1259 0.0453 -0.1032
H 1.50005 1.29275 -1.62651 -0.0420 0.2462 -0.3718
H 1.90613 2.43943 0.38864 0.1483 -0.0030 -0.0018
H 0.20183 2.09425 0.85860 -0.1120 0.3188 -0.0858
```
Forces are in eV/Å.

**Net charge**: +1
**Frontier orbital gap**: 11.361 eV
**HOMO energy**: -0.5467 Ha
**SMILES**: FCC[C@H]1C[NH2+]CO1

***

6.
Molecular formula: C5H11FO
Method: DFT, the ωB97M-V functional and the def2-TZVPD basis

Structure (XYZ):
```
18
Properties=species:S:1:pos:R:3:forces:R:3
C -1.60688 -0.30606 0.79951 0.1212 4.1968 2.6455
C 0.46321 -0.29879 2.42044 -1.6179 -1.2839 -0.6762
C 0.11859 0.54216 -2.85145 0.6674 -0.4813 -0.8589
C -0.27572 -0.77581 1.15555 1.0160 -0.8397 0.1192
C 1.16190 0.46115 -0.71272 -2.3220 2.7645 2.0034
O 0.46373 1.27647 -1.64841 1.0597 -2.0295 0.4684
F 2.01745 -0.40012 -1.15532 1.2659 -1.3232 -1.5036
H -2.13644 -0.85425 0.10262 -0.9900 -1.2253 -1.3388
H -2.19373 -0.14491 1.77604 0.2996 -0.4940 -1.2967
H -1.49237 0.76909 0.43696 -0.4724 -1.1128 0.1240
H 1.21653 0.30818 2.00335 1.4104 0.8970 0.4422
H 0.83251 -1.14903 3.01310 0.3320 0.2691 -0.5083
H -0.16674 0.24615 3.12370 -0.1357 0.3922 -0.3019
H 1.00622 0.63031 -3.63509 -1.9349 -0.2499 1.5805
H -0.83596 0.97398 -3.28541 1.2830 -0.4336 0.6148
H -0.03999 -0.55296 -2.56892 0.1328 1.4077 -0.6226
H -0.16816 -1.83443 0.95502 0.5245 -0.0990 -0.1740
H 1.63585 1.10888 0.07101 -0.6395 -0.3551 -0.7168
```
Forces are in eV/Å.

**Frontier orbital gap (alpha / beta)**: 8.463 / 8.701 eV
**HOMO energy (alpha / beta)**: -0.2747 / -0.2821 Ha

***

7.
Molecular formula: C5H11HgO3
Method: DFT, the ωB97M-V functional and the def2-TZVPD basis

Structure (XYZ):
```
20
Properties=species:S:1:pos:R:3:forces:R:3
C 1.79042 1.60934 -2.43642 0.1501 0.8084 0.5629
C 1.23323 0.39578 -2.56007 -0.5528 -0.6660 0.0763
C 1.96516 -0.90438 -2.36899 0.5477 0.0224 -0.0738
O 1.19177 -1.88920 -1.72508 -0.1399 0.0623 0.8610
H 2.84299 1.72597 -2.15975 -0.2838 -0.0203 -0.1753
H 0.18481 0.30876 -2.86766 0.2977 -0.0067 0.0553
H 1.22561 2.51513 -2.67246 0.2553 -0.2566 -0.0822
H 2.92158 -0.73229 -1.84631 -0.2229 -0.0084 -0.2192
H 2.21007 -1.30554 -3.36487 -0.0479 0.1729 0.1666
H 1.36416 -1.87782 -0.76221 -0.1365 0.0117 -0.7962
Hg 0.72998 1.63912 0.10201 0.1651 0.1675 -0.4482
O -0.31282 -0.31883 1.00331 0.3142 -0.3658 -0.1099
C -1.35456 -0.80303 1.69927 -0.4205 -0.1870 0.2849
C -2.33894 0.23029 2.21445 -0.0604 0.3257 -0.0049
O -3.33439 -0.46160 2.92513 0.1612 -0.1428 -0.0984
H -0.93716 -1.44130 2.51930 -0.0774 0.1410 -0.1242
H -1.84278 -1.59392 1.07751 0.0598 0.1553 0.0887
H -2.75971 0.78121 1.35589 0.1235 -0.0971 0.1430
H -1.80171 0.94672 2.85913 -0.0645 -0.1299 -0.1567
H -4.00652 0.15605 3.22438 -0.0679 0.0135 0.0504
```
Forces are in eV/Å.

**Net charge**: +1
**Frontier orbital gap (alpha / beta)**: 9.627 / 7.012 eV
**HOMO energy (alpha / beta)**: -0.4849 / -0.5160 Ha
**Spin multiplicity**: 3

***

8.
Molecular formula: C5H11IN
Method: DFT, the ωB97M-V functional and the def2-TZVPD basis

Structure (XYZ):
```
18
Properties=species:S:1:pos:R:3:forces:R:3
C -1.00364 2.81687 0.87575 2.9971 -2.4604 -1.2949
C -0.25786 1.57843 1.23634 2.5345 -1.8878 0.8817
C 1.66777 -1.30856 -0.56052 1.5439 -1.3363 -0.2175
C -0.39972 -1.89096 -1.54736 2.9348 -1.6733 -1.6321
C -0.67155 0.35094 1.47452 2.1824 -0.3355 0.3485
N 0.66614 -0.93230 -1.33476 2.4249 -1.9693 0.9483
I 0.65800 -1.34085 2.07268 -0.3810 1.3496 -0.2830
H -1.96406 2.71724 1.16946 -3.2747 0.0245 0.3955
H -0.78142 2.84238 -0.18481 -0.6457 0.9221 -0.3394
H 0.87796 1.55184 1.34793 -1.4231 1.0222 -0.2835
H 1.92643 -2.38085 -0.25799 -1.6152 1.3225 -0.8313
H 2.65002 -0.81948 -0.39857 -1.2740 0.9445 -0.3639
H -0.49571 3.54020 1.40516 0.7432 2.1882 0.7843
H -0.78029 -2.12597 -0.64982 -1.7369 -0.7177 3.2548
H -1.05353 -1.48872 -2.17656 -3.1615 1.9799 -2.1989
H -0.18444 -2.86476 -2.06424 0.9067 0.9187 0.5494
H -1.54958 -0.15958 1.47462 -2.7845 -0.5864 -0.0583
H 0.69549 -0.08587 -1.88183 0.0290 0.2943 0.3405
```
Forces are in eV/Å.

**Net charge**: +1
**Frontier orbital gap**: 8.484 eV
**HOMO energy**: -0.4851 Ha

***

9.
Molecular formula: C5H11IN
Method: DFT, the ωB97M-V functional and the def2-TZVPD basis

Structure (XYZ):
```
18
Properties=species:S:1:pos:R:3:forces:R:3
C -0.21940 -1.81660 -0.26126 -3.6290 0.2297 1.0609
C -0.42713 -0.67410 0.37216 4.0212 2.0260 -0.2947
C -1.22985 -2.94026 -0.23653 -1.2977 -0.5288 1.2511
C -0.19997 2.73561 -0.03417 0.2880 0.8197 -2.9448
C 1.01678 0.47636 0.58268 -3.0779 -3.3610 -2.9414
N 0.94677 1.75176 -0.21684 -0.3745 0.0808 2.0291
I 2.91146 -0.41828 0.22614 -0.2133 0.0020 -0.1998
H 0.63044 -2.09857 -0.74302 2.6305 -0.1826 -1.2437
H -1.28852 -0.40174 0.94471 -0.2531 0.2174 0.1984
H -0.61134 -3.84117 0.00329 -0.8170 0.5238 0.6987
H -2.16603 -2.73407 0.45071 2.2404 -0.5942 -0.9210
H -1.70078 -3.31734 -1.14685 0.3421 0.8538 -0.5951
H -1.14792 2.30872 -0.35306 0.1498 -0.6702 0.1294
H -0.36276 3.12677 0.97695 0.8248 0.2487 -0.4929
H 0.06018 3.41213 -0.99158 -0.8109 -0.3650 2.9379
H 1.04430 0.65430 1.58520 -0.1856 1.0972 2.6035
H 1.83529 2.21379 0.04465 -0.4342 0.1310 -0.7245
H 0.90850 1.56268 -1.20320 0.5964 -0.5284 -0.5509
```
Forces are in eV/Å.

**Net charge**: +1
**Frontier orbital gap**: 9.851 eV
**HOMO energy**: -0.4969 Ha
**SMILES**: C/C=C/[C@@H](I)[NH2+]C

***

10.
Molecular formula: C5H11IN3
Method: DFT, the ωB97M-V functional and the def2-TZVPD basis

Structure (XYZ):
```
20
Properties=species:S:1:pos:R:3:forces:R:3
C 0.35387 3.21621 -2.74537 1.4755 2.8132 0.3424
C 1.04399 4.21240 -2.74583 -2.1721 -3.3110 -0.0983
C -2.16745 -1.32863 4.18631 0.6091 2.5913 -2.9411
C -1.96055 -2.37431 3.16704 1.9366 0.1789 0.0211
C 0.81398 0.15688 -2.74873 0.6468 -0.2906 -0.0349
N 3.00092 0.98606 -3.02073 -0.5058 -1.3430 3.4711
N -0.97730 -2.53876 2.29162 -1.7290 1.1301 0.9693
N 1.75461 0.72222 -3.32554 0.6373 0.1740 0.1659
I 0.45634 -1.18778 -1.02766 0.6461 0.4532 -0.0228
H -0.28301 2.43409 -2.54789 -1.0114 -1.0738 0.0478
H 3.62540 1.29667 -3.67660 0.9614 0.9718 -2.1950
H 1.76387 4.90663 -2.89475 1.5711 1.9529 -0.2248
H -1.82990 -1.73895 5.07346 0.9170 -0.6772 2.1648
H -3.21850 -1.12107 4.32264 -0.4605 -0.2716 -0.1072
H -1.69369 -0.33028 3.92902 -0.1757 -1.3339 0.5171
H -2.65054 -3.17823 3.37498 -0.1789 -0.5823 -1.1686
H -0.11143 0.19345 -3.22589 -1.4251 -0.2089 -0.5820
H 3.42844 0.80089 -2.09660 -0.8550 -0.2010 -0.7589
H -0.15805 -1.87493 2.11676 -1.7229 -0.8950 0.2723
H -1.19099 -3.25255 1.59377 0.8355 -0.0773 0.1621
```
Forces are in eV/Å.

**Net charge**: +1
**Frontier orbital gap**: 6.194 eV
**HOMO energy**: -0.4196 Ha

***

11.
Molecular formula: C5H11INO3S
Method: DFT, the ωB97M-V functional and the def2-TZVPD basis

Structure (XYZ):
```
22
Properties=species:S:1:pos:R:3:forces:R:3
C -0.02951 0.26426 0.29005 -0.0174 -0.0603 -0.0736
C -1.61784 -0.65800 -1.29426 -0.4658 -1.5327 0.5780
C 0.87913 -1.83781 1.22830 -1.6595 -1.0500 3.3040
C -0.89820 2.31653 -0.86769 2.0882 0.0372 -1.3244
C -1.37623 -0.29330 0.20277 -2.5664 0.2088 0.2970
N 0.95600 -0.48472 0.75638 0.6144 2.0205 -0.3870
O 0.20200 1.45835 -0.21973 -1.0589 -0.5979 0.7333
O 2.41771 1.54071 1.34594 -0.0664 1.2893 0.3300
O 3.27508 -0.74950 1.63826 0.5665 -0.2720 -0.2217
S 2.58085 0.22763 0.89085 -0.5506 -0.8677 -0.4541
I 3.01940 0.20512 -1.44682 0.5743 -0.0534 -0.1135
H -1.58848 -1.80622 -1.33695 -0.0228 1.8473 -0.4640
H -0.82733 -0.20969 -1.87467 0.1283 -0.2143 -0.6386
H -2.59066 -0.27640 -1.64729 0.4287 -0.3900 0.1348
H 1.37236 -1.88413 2.26252 -0.9279 0.1642 -1.3968
H -0.22495 -2.13295 1.37508 2.1047 0.2309 -0.4106
H 1.44303 -2.54658 0.66109 0.0724 -0.2222 -0.9142
H -0.41727 2.43787 -1.88444 -0.5891 0.4887 1.2718
H -1.81167 1.80293 -1.07147 -0.4472 -0.4935 0.4433
H -1.05623 3.26721 -0.31721 0.5344 -0.8986 -0.1755
H -2.04985 0.57160 0.50719 0.5645 -1.2865 -0.1573
H -1.65735 -1.21293 0.80212 0.6957 1.6524 -0.3611
```
Forces are in eV/Å.

**Net charge**: +1
**Frontier orbital gap**: 9.452 eV
**HOMO energy**: -0.5202 Ha
**SMILES**: CC/C(OC)=[N+](\C)S(=O)(=O)I

***

12.
Molecular formula: C5H11IOS
Method: DFT, the ωB97M-V functional and the def2-TZVPD basis

Structure (XYZ):
```
19
Properties=species:S:1:pos:R:3:forces:R:3
C 0.33851 0.20170 2.06076 0.3912 -1.9709 0.3538
C -1.60980 1.25461 0.68159 -0.2066 1.6998 0.4630
C 1.66704 -1.73624 -2.30597 3.7688 4.0817 2.1691
C -0.56543 0.17279 0.78718 2.3505 3.2777 1.2829
C 0.29119 0.21628 -0.45201 -1.4128 -2.5399 -4.1590
O 0.88078 -2.31831 0.19952 -1.5853 -3.0775 1.5491
S 1.56221 -1.24728 -0.44436 0.2505 2.8788 -2.1850
I 1.61579 1.77943 -0.93800 -0.2482 0.6455 0.1574
H 0.97586 -0.74887 2.04569 -0.3702 1.5193 -0.2511
H 0.95003 1.09059 2.17421 0.0718 0.0872 -0.1027
H -0.18050 -0.01034 3.01749 -0.3854 0.6533 -0.6445
H -1.52038 2.06564 1.46888 0.4545 -0.4747 -1.3713
H -1.60349 1.57557 -0.37719 -0.1743 0.6937 0.8131
H -2.61019 0.92732 0.86970 -0.6527 -0.7936 0.0702
H 1.34249 -2.69547 -2.24819 -1.1466 -2.7635 -0.3598
H 2.84098 -1.65051 -2.36306 -2.3571 -0.4223 -0.6075
H 1.17623 -0.98837 -2.91682 -0.1342 -0.3085 -0.2328
H -1.06279 -0.69396 0.89559 -1.3709 -3.4776 -0.4885
H -0.65629 0.07823 -1.68281 2.7569 0.2914 3.5436
```
Forces are in eV/Å.

**Frontier orbital gap**: 9.274 eV
**HOMO energy**: -0.3305 Ha

***

What electronic energy values result from the calculations? In sequence: -1130.60773 -1132.91492 -296.86156 -451.58249 -426.70057 -372.03853 -575.83535 -549.19008 -549.20357 -658.63659 -1173.14072 -968.08483 Eh.